[1]
Formula: CH2NO2S2
Source: the Open Molecules 2025 dataset
Level of theory: ωB97M-V/def2-TZVPD

Relative energy (zero: lowest compared OMol25 entry of this formula, charge and spin) ... 30.47 kcal/mol
HOMO ... -2.79 eV
HOMO-LUMO gap ... 0.2272 Eh
Energy ... -1040.9126 hartree
LUMO energy ... 0.12455 Eh
Charge ... -1

Geometry (Å):
H1 -0.744974 0.029322 1.760328
C1 2.129085 1.930404 -1.690071
S1 -0.805035 0.402948 -1.571496
O1 1.421060 2.298954 -2.493368
O2 2.895935 1.536316 -0.925485
N1 -0.381789 -0.818564 -0.410282
S2 0.293175 -0.233218 0.998764
H2 0.480442 0.402277 -2.344137

Cartesian forces (eV/Å) of the 6 atoms listed first:
H -0.968 0.307 0.786
C 1.399 -0.801 1.308
S 2.591 -1.017 -0.401
O -1.449 1.748 -2.166
O 0.569 -0.213 0.734
N -0.779 0.114 -0.775

[2]
Formula: CH2NO2S3
Source: the Open Molecules 2025 dataset
Level of theory: ωB97M-V/def2-TZVPD

Spin multiplicity ... 3
Relative energy (zero: lowest compared OMol25 entry of this formula, charge and spin) ... 0.00 kcal/mol
HOMO (spin up / spin down) ... -1.52 / -4.75 eV
HOMO-LUMO gap (spin up / spin down) ... 0.1518 / 0.2142 Eh
Energy ... -1439.0233 hartree
LUMO energy (spin up / spin down) ... 0.09591 / 0.03959 Eh
Charge ... -1

Geometry (Å):
S1 1.469746 -0.333604 0.072769
H1 0.869982 -1.381553 0.835160
N1 -0.877770 1.251713 -0.054336
S2 -1.466479 -1.489218 -0.641862
O1 -2.882427 -1.595095 -1.107790
C1 0.268409 1.144435 -0.122676
O2 -1.262249 -2.278434 0.608875
S3 1.541701 2.595618 -0.361364
H2 2.339088 2.086137 0.771224

Cartesian forces (eV/Å) of the 6 atoms listed first:
S -0.574 -0.247 0.596
H -0.282 1.448 -1.019
N -5.542 1.080 0.259
S -0.760 -0.480 -0.703
O -0.215 0.222 -0.367
C 7.708 -1.096 0.302

charge of number 1 (CH2NO2S2)?
-1

Among the records above, which one has the lowest energy?
CH2NO2S3

What is the formula in the second record?
CH2NO2S3